DFT (wB97M-V/def2-TZVPD) results for a cluster of 2 separate species, C2H6S2 in total at a distorted geometry.

```
10
Properties=species:S:1:pos:R:3:forces:R:3
C -1.115 0.133 -0.429 -2.35 -0.95 3.81
C -1.805 -0.921 0.075 -0.34 1.47 1.18
H -0.749 -0.052 -1.386 0.67 0.90 -1.55
H -0.991 1.008 0.299 0.15 -1.11 -1.88
H -2.081 -1.769 -0.501 0.24 -0.69 -0.70
H -2.261 -0.982 1.104 0.72 0.50 -1.08
S 3.251 0.665 0.569 1.28 -1.18 0.08
S 1.507 -0.370 -0.107 1.60 -0.33 0.17
H 3.017 1.639 -0.264 0.15 0.92 -0.60
H 1.228 0.648 0.640 -2.12 0.47 0.57
```
Positions in Å, forces in eV/Å.

Gap between HOMO and LUMO ... 9.363 eV
HOMO energy ... -9.126 eV
Energy above the lowest of the compared OMol25 structures with the same formula, charge and spin ... 57.4 kcal per mole
SMILES ... C=C.SS

Löwdin atomic charge list, values in e, 5 entries: -0.22 -0.08 0.00 0.08 0.03

DFT (wB97M-V/def2-TZVPD) results for a cluster of 2 separate species, C2H6S2 in total at a distorted geometry.

```
10
Properties=species:S:1:pos:R:3:forces:R:3
C 1.379 0.135 0.620 -1.07 -0.25 0.04
C 0.461 -0.391 1.444 1.34 0.68 -0.53
H 1.774 -0.412 -0.226 -0.21 0.13 -0.22
H 1.599 1.194 0.692 0.77 -0.16 0.39
H -0.028 -1.322 1.210 0.15 -0.31 0.47
H 0.321 0.150 2.371 -0.91 -0.09 -0.08
S -2.273 -0.092 -1.146 -0.71 0.72 0.71
S -0.783 0.881 -2.168 0.26 0.10 0.29
H -2.380 -1.246 -1.767 0.43 -0.62 -0.52
H -0.069 1.103 -1.030 -0.05 -0.21 -0.54
```
Positions in Å, forces in eV/Å.

Gap between HOMO and LUMO ... 9.300 eV
HOMO energy ... -8.913 eV
Energy above the lowest of the compared OMol25 structures with the same formula, charge and spin ... 33.7 kcal per mole
SMILES ... C=C.SS

Löwdin atomic charge list, values in e, 5 entries: -0.12 -0.08 0.05 0.05 0.04

DFT (wB97M-V/def2-TZVPD) results for a cluster of 2 separate species, C2H6Se in total at a distorted geometry.

```
9
Properties=species:S:1:pos:R:3:forces:R:3
C -2.019 -0.846 -0.118 0.31 1.89 -0.14
C 2.505 0.842 0.121 -2.19 -1.56 -1.68
Se -1.723 1.036 0.327 0.98 0.13 0.43
H -2.033 -0.747 -1.193 -0.13 -1.21 -0.09
H -1.314 -1.457 0.373 1.48 -0.64 -0.17
H -2.892 -1.145 0.387 -1.72 -0.16 -0.05
H 2.119 -0.082 0.514 0.43 0.13 1.22
H 2.281 0.774 -0.932 0.33 0.74 -0.35
H 3.076 1.625 0.519 0.49 0.68 0.83
```
Positions in Å, forces in eV/Å.

Gap between HOMO and LUMO (spin up / spin down) ... 4.013 / 4.000 eV
HOMO energy (spin up / spin down) ... -7.089 / -7.074 eV
Energy above the lowest of the compared OMol25 structures with the same formula, charge and spin ... 111.5 kcal per mole

Löwdin atomic charge list, values in e, 5 entries: -0.55 0.21 0.46 -0.01 -0.02